# 1
The following is a quantum chemistry calculation of a cluster of 15 separate species, CH29O17 in total in a non-equilibrium geometry, from the OMol25 dataset.

```
! wB97M-V def2-TZVPD RIJCOSX def2/J DEFGRID3
* xyz -1 1
C 0.123 0.411 0.227
O -0.882 0.572 -0.489
O 0.588 -0.806 0.485
O 0.789 1.371 0.702
H 0.098 -1.447 0.028
O -1.192 -3.088 0.262
H -1.346 -3.387 -0.623
H -1.979 -2.568 0.558
O -0.258 3.759 -0.296
H -1.190 3.848 -0.068
H -0.049 2.834 -0.283
O -0.759 -2.905 2.941
H -0.912 -2.870 1.983
H -1.130 -2.084 3.252
O -0.940 -1.295 -2.554
H -0.633 -0.640 -1.900
H -1.685 -1.667 -2.077
O -3.243 1.680 0.205
H -3.520 1.048 0.862
H -2.350 1.371 -0.038
O 2.614 2.728 2.128
H 2.084 2.308 1.488
H 3.226 2.018 2.394
O 1.622 0.001 3.107
H 2.559 -0.061 2.969
H 1.322 -0.433 2.322
O 1.253 1.279 -2.549
H 2.099 1.717 -2.705
H 1.432 0.394 -2.225
O -1.110 1.844 2.808
H -0.496 1.842 2.039
H -0.585 2.127 3.569
O 1.583 -3.519 -0.792
H 1.319 -3.551 0.133
H 2.415 -3.969 -0.725
O -4.243 0.240 -1.970
H -4.198 -0.689 -1.778
H -3.663 0.680 -1.356
O 2.332 -1.228 -2.156
H 2.868 -1.020 -1.406
H 1.774 -1.961 -1.832
O -1.757 2.098 -2.524
H -2.040 1.655 -3.301
H -1.045 1.607 -2.203
O 3.250 0.084 0.184
H 3.565 -0.480 0.917
H 2.306 0.131 0.297
*
```

The max |F| is 3.86 eV/Å. The energy relative to the best compared isomer or geometry (same formula, charge and spin) is 16.08 kcal/mol. As for the HOMO energy: -6.87 eV. The total energy comes out at -1334.69795 Eh. The value obtained for the molecular weight is 313.2 g mol⁻¹.

# 2
The following is a quantum chemistry calculation of a cluster of 8 separate species, H16O8 in total, from the OMol25 dataset.

```
! wB97M-V def2-TZVPD RIJCOSX def2/J DEFGRID3
* xyz 0 1
O 1.677 -2.540 -0.006
H 2.007 -2.713 0.880
H 1.158 -1.722 0.073
O 1.845 1.920 -2.173
H 1.772 2.292 -1.283
H 2.512 2.451 -2.617
O -0.870 1.254 -2.346
H 0.101 1.396 -2.354
H -1.226 1.961 -2.894
O 2.371 1.491 0.958
H 1.864 0.815 0.488
H 2.667 1.056 1.763
O -1.779 -0.378 2.116
H -1.903 0.241 2.845
H -2.634 -0.808 1.996
O 0.365 -1.721 3.600
H -0.318 -1.360 3.015
H 0.322 -2.674 3.475
O -3.349 -0.332 -2.243
H -2.654 0.325 -2.107
H -3.089 -0.784 -3.052
O 0.096 -0.153 0.012
H -0.667 -0.403 0.557
H -0.269 0.384 -0.703
*
```

The max |F| is 0.45 eV/Å. As for the SMILES: O.O.O.O.O.O.O.O. The energy relative to the best compared isomer or geometry (same formula, charge and spin) is 37.72 kcal/mol. As for the HOMO energy: -10.67 eV. The total energy comes out at -611.52250 Eh. The value obtained for the molecular weight is 144.1 g mol⁻¹.

# 3
The following is a quantum chemistry calculation of an isolated molecule of C17H26N2O4, from the OMol25 dataset.

```
! wB97M-V def2-TZVPD RIJCOSX def2/J DEFGRID3
* xyz 0 1
O -0.039 -1.983 -2.528
C 0.064 -0.850 -2.090
N -1.018 -0.068 -1.893
C -1.062 1.218 -1.228
H -0.190 1.319 -0.585
C -2.339 1.354 -0.388
H -2.164 2.054 0.429
H -3.173 1.728 -0.981
C -2.774 0.003 0.199
C -3.066 -1.000 -0.938
C -2.325 -0.606 -2.216
H -2.180 -1.477 -2.856
H -2.880 0.159 -2.767
H -4.142 -1.023 -1.110
H -2.740 -1.988 -0.612
O -1.758 -0.471 1.060
C -2.380 -1.002 2.208
H -1.690 -0.908 3.046
C -3.635 -0.138 2.331
H -4.484 -0.653 2.779
O -3.947 0.158 0.986
H -3.425 0.788 2.884
H -2.642 -2.057 2.054
H -1.046 2.025 -1.973
C 1.470 -0.268 -1.907
N 1.776 0.358 -0.634
C 2.600 1.428 -0.758
O 3.103 2.062 0.142
C 2.789 1.715 -2.242
H 3.815 1.446 -2.499
C 1.773 0.824 -2.946
H 0.867 1.384 -3.179
H 2.151 0.394 -3.871
H 2.661 2.776 -2.448
C 1.582 -0.412 0.583
H 0.747 -1.090 0.379
C 2.838 -1.226 0.984
H 3.682 -0.967 0.346
C 3.118 -0.867 2.447
H 3.515 -1.710 3.011
C 1.770 -0.384 2.975
H 1.862 0.195 3.892
H 1.112 -1.236 3.163
C 1.238 0.443 1.810
H 0.169 0.634 1.872
H 1.777 1.387 1.759
H 3.835 -0.047 2.495
H 2.646 -2.293 0.873
H 2.141 -1.129 -2.057
*
```

The max |F| is 0.72 eV/Å. As for the SMILES: O=C([C@H]1CCC(=O)N1C1CCCC1)N1CCC2(CC1)OCCO2. The energy relative to the best compared isomer or geometry (same formula, charge and spin) is 31.60 kcal/mol. As for the HOMO energy: -9.07 eV. The total energy comes out at -1073.89078 Eh. The value obtained for the molecular weight is 322.4 g mol⁻¹.

# 4
The following is a quantum chemistry calculation of a cluster of 2 separate species, CBrFN4 in total in a non-equilibrium geometry, from the OMol25 dataset.

```
! wB97M-V def2-TZVPD RIJCOSX def2/J DEFGRID3
* xyz 0 1
C -0.101 0.767 0.469
N 1.096 1.051 0.063
N -0.402 -0.508 -0.116
N 1.512 0.044 -0.716
N 0.620 -0.846 -0.802
F -1.522 -2.201 -0.485
Br -1.203 1.693 1.587
*
```

The max |F| is 4.98 eV/Å. The energy relative to the best compared isomer or geometry (same formula, charge and spin) is 95.03 kcal/mol. As for the HOMO energy (alpha / beta): -11.75 / -11.64 eV. The total energy comes out at -2930.75054 Eh. The value obtained for the molecular weight is 166.9 g mol⁻¹.

- Which formula does entry 3 have?
  C17H26N2O4

- Which of these has the highest energy relative to the best compared isomer or geometry (same formula, charge and spin)?
  CBrFN4